Record 1
Entry from the OMol25 dataset: a cluster of 12 separate species, C35H73F2N9O19S in total (the ωB97M-V functional and the def2-TZVPD basis).

```
139
C35H73F2N9O19S | the OMol25 dataset | the ωB97M-V functional and the def2-TZVPD basis
C -15.956 -20.029 -8.950
C -15.856 -21.118 -9.989
O -16.145 -22.239 -9.560
N -15.346 -20.905 -11.210
C -14.860 -19.617 -11.773
H -14.993 -20.036 -8.441
H -16.678 -20.286 -8.174
H -16.167 -19.029 -9.330
H -15.311 -21.729 -11.792
H -15.152 -18.803 -11.109
H -15.276 -19.511 -12.776
H -13.772 -19.582 -11.827
C -14.693 -13.847 -14.141
C -14.790 -14.384 -12.709
O -15.837 -14.828 -12.322
N -13.769 -14.216 -11.894
C -13.623 -14.882 -10.546
H -14.991 -14.672 -14.788
H -13.760 -13.406 -14.494
H -15.384 -13.029 -14.344
H -12.962 -13.716 -12.239
H -12.598 -15.230 -10.420
H -14.278 -15.744 -10.422
H -13.844 -14.199 -9.725
C -5.771 -20.454 -0.853
C -5.803 -19.763 -2.182
O -6.868 -19.726 -2.837
N -4.783 -18.987 -2.506
C -3.414 -18.902 -1.889
H -4.836 -20.946 -0.585
H -6.511 -21.240 -0.702
H -5.913 -19.741 -0.040
H -5.035 -18.486 -3.346
H -3.372 -18.182 -1.072
H -2.646 -18.745 -2.646
H -3.076 -19.812 -1.394
C -8.228 -9.734 -2.273
C -7.875 -11.201 -2.141
O -8.406 -11.910 -1.262
N -6.861 -11.663 -2.945
C -6.314 -12.912 -2.939
H -8.084 -9.185 -1.342
H -9.285 -9.651 -2.528
H -7.731 -9.155 -3.051
H -6.444 -11.017 -3.600
H -5.257 -12.835 -3.194
H -6.848 -13.572 -3.622
H -6.358 -13.316 -1.928
C -10.188 -16.369 -0.645
C -11.186 -16.026 0.424
O -11.755 -16.904 1.022
N -11.283 -14.747 0.666
C -12.012 -14.347 1.815
H -10.190 -17.452 -0.765
H -9.211 -15.925 -0.456
H -10.691 -16.036 -1.553
H -10.700 -14.128 0.121
H -11.311 -13.698 2.339
H -12.228 -15.135 2.536
H -12.910 -13.742 1.689
C -11.085 -20.163 -5.750
C -10.999 -18.635 -6.150
O -12.031 -18.063 -6.519
N -9.808 -18.043 -5.971
C -9.631 -16.633 -6.228
H -10.621 -20.777 -6.521
H -12.115 -20.508 -5.673
H -10.545 -20.269 -4.808
H -9.080 -18.609 -5.559
H -10.051 -16.342 -7.190
H -8.590 -16.425 -6.478
H -9.871 -15.926 -5.434
C -8.676 -28.284 -6.497
C -8.614 -27.320 -5.315
O -8.826 -27.683 -4.167
N -8.382 -26.039 -5.584
C -8.347 -24.859 -4.717
H -9.629 -28.805 -6.586
H -7.894 -29.033 -6.369
H -8.474 -27.769 -7.436
H -8.131 -25.854 -6.545
H -8.226 -24.002 -5.379
H -7.479 -24.877 -4.058
H -9.243 -24.807 -4.099
C -10.529 -22.903 -10.921
C -10.893 -24.020 -9.930
O -10.109 -24.337 -9.105
N -12.174 -24.431 -9.927
C -12.657 -25.461 -9.046
H -10.488 -22.068 -10.221
H -11.252 -22.451 -11.600
H -9.541 -22.986 -11.374
H -12.779 -24.090 -10.660
H -11.824 -25.887 -8.486
H -12.828 -26.173 -9.853
H -13.566 -25.246 -8.484
C -17.054 -23.762 0.282
C -17.392 -23.095 -1.061
O -18.617 -22.943 -1.213
N -16.438 -22.730 -1.901
C -16.789 -22.083 -3.142
H -16.314 -23.204 0.855
H -16.634 -24.748 0.082
H -17.966 -23.845 0.872
H -15.475 -22.924 -1.665
H -17.197 -22.694 -3.947
H -15.817 -21.752 -3.510
H -17.485 -21.254 -3.016
C -6.159 -20.734 -8.422
C -5.723 -20.066 -9.741
O -4.759 -19.165 -9.340
C -4.520 -19.268 -7.943
O -3.656 -18.628 -7.328
O -5.250 -20.220 -7.502
F -6.729 -19.322 -10.195
H -6.100 -21.808 -8.249
H -7.109 -20.420 -7.990
H -5.311 -20.721 -10.509
C -13.977 -13.760 -4.556
C -14.975 -12.774 -5.162
O -14.026 -11.870 -5.673
C -12.915 -11.857 -4.984
O -12.062 -11.026 -5.003
O -12.957 -12.891 -4.170
F -15.793 -12.195 -4.173
H -13.569 -14.462 -5.284
H -14.378 -14.223 -3.655
H -15.634 -13.283 -5.866
C -5.085 -13.338 -8.643
C -5.380 -13.849 -10.077
O -6.270 -12.855 -10.554
S -7.141 -12.070 -9.354
O -8.567 -12.465 -9.393
O -6.835 -10.644 -9.236
O -6.378 -12.900 -8.177
H -4.481 -12.435 -8.739
H -4.585 -14.105 -8.052
H -5.774 -14.864 -10.131
H -4.510 -13.783 -10.729
```

The SMILES is O=C1OC[C@@H](F)O1.O=C1OC[C@@H](F)O1.O=S1(=O)OCCO1.CNC(C)=O.CNC(C)=O.CNC(C)=O.CNC(C)=O.CNC(C)=O.CNC(C)=O.CNC(C)=O.CNC(C)=O.CNC(C)=O. The value obtained for the frontier orbital gap is 8.86 eV.

Results of the Löwdin charge analysis, in e, for atoms 1 through 99:
1 C -0.0071
2 C -0.5632
3 O -0.0015
4 N 0.0204
5 C -0.0466
6 H 0.0900
7 H 0.0859
8 H 0.0645
9 H 0.1345
10 H 0.0666
11 H 0.0829
12 H 0.0738
13 C -0.0047
14 C -0.6101
15 O 0.0461
16 N 0.0245
17 C -0.0320
18 H 0.0804
19 H 0.0662
20 H 0.0795
21 H 0.1304
22 H 0.0745
23 H 0.0726
24 H 0.0735
25 C -0.0117
26 C -0.5675
27 O -0.0165
28 N 0.0314
29 C -0.0454
30 H 0.0663
31 H 0.0846
32 H 0.0925
33 H 0.1386
34 H 0.0792
35 H 0.0805
36 H 0.0704
37 C -0.0049
38 C -0.4917
39 O 0.0040
40 N -0.0298
41 C -0.1228
42 H 0.0848
43 H 0.0840
44 H 0.0709
45 H 0.1368
46 H 0.0911
47 H 0.0893
48 H 0.0913
49 C -0.0023
50 C -0.6294
51 O 0.0479
52 N 0.0135
53 C -0.0807
54 H 0.0822
55 H 0.0845
56 H 0.0792
57 H 0.1483
58 H 0.0835
59 H 0.0896
60 H 0.0825
61 C 0.0066
62 C -0.5277
63 O 0.0071
64 N 0.0070
65 C -0.0781
66 H 0.0637
67 H 0.0728
68 H 0.0700
69 H 0.1349
70 H 0.0849
71 H 0.0745
72 H 0.0852
73 C 0.0011
74 C -0.5697
75 O 0.0282
76 N -0.0028
77 C -0.0520
78 H 0.0835
79 H 0.0810
80 H 0.0654
81 H 0.1201
82 H 0.0776
83 H 0.0807
84 H 0.0867
85 C -0.0009
86 C -0.6021
87 O 0.0516
88 N -0.0061
89 C -0.0549
90 H 0.0739
91 H 0.0654
92 H 0.0771
93 H 0.1357
94 H 0.0827
95 H 0.0867
96 H 0.0904
97 C -0.0114
98 C -0.5529
99 O 0.0100

Record 2
Entry from the OMol25 dataset: a structure of composition C44H27Cl2N11OPbS (the ωB97M-V functional and the def2-TZVPD basis).

```
87
C44H27Cl2N11OPbS | the OMol25 dataset | the ωB97M-V functional and the def2-TZVPD basis
Pb 0.338 -0.020 0.040
C -1.240 6.416 0.398
C -2.540 5.942 0.241
C -2.790 4.685 -0.286
C -1.703 3.890 -0.606
C -1.566 2.490 -1.008
N -2.602 1.739 -1.337
C -2.512 0.461 -1.657
C -3.671 -0.348 -2.040
C -5.036 -0.120 -2.030
C -5.877 -1.177 -2.344
C -5.366 -2.419 -2.713
C -4.000 -2.649 -2.748
C -3.158 -1.618 -2.376
C -1.717 -1.542 -2.145
N -0.909 -2.567 -2.348
C 0.393 -2.524 -2.132
N 1.125 -1.477 -1.708
C 2.433 -1.793 -1.724
N 3.473 -1.015 -1.481
C 3.388 0.257 -1.144
N 2.279 1.007 -0.981
C 2.615 2.288 -0.745
N 1.806 3.324 -0.608
C 0.489 3.232 -0.694
N -0.261 2.153 -0.987
C -0.388 4.362 -0.418
C -0.147 5.639 0.055
C 4.070 2.393 -0.660
C 4.937 3.425 -0.336
C 6.293 3.152 -0.289
C 6.781 1.877 -0.565
C 5.923 0.838 -0.893
C 4.564 1.099 -0.932
C 2.582 -3.183 -2.142
C 3.677 -4.018 -2.270
C 3.458 -5.321 -2.685
C 2.173 -5.779 -2.962
C 1.068 -4.955 -2.824
C 1.279 -3.651 -2.409
N -1.410 -0.312 -1.696
H -1.082 7.402 0.817
H -3.369 6.562 0.558
H -3.799 4.319 -0.408
H -5.421 0.847 -1.750
H -6.952 -1.052 -2.288
H -6.057 -3.217 -2.961
H -3.589 -3.606 -3.038
H 0.865 5.995 0.184
H 4.562 4.411 -0.105
H 6.988 3.941 -0.024
H 7.848 1.698 -0.499
H 6.300 -0.156 -1.087
H 4.669 -3.660 -2.043
H 4.296 -5.998 -2.784
H 2.034 -6.808 -3.270
H 0.070 -5.319 -3.019
Cl 0.609 2.100 2.177
C -0.924 2.577 2.848
C -0.947 3.716 3.627
C -2.107 4.120 4.265
C -3.255 3.356 4.118
C -3.224 2.238 3.317
Cl -4.679 1.321 3.180
C -2.076 1.793 2.625
S -2.142 0.392 1.649
H -0.036 4.279 3.751
H -2.113 5.005 4.883
H -4.176 3.612 4.623
C -1.149 -3.890 2.712
C -2.429 -3.296 2.133
C -1.993 -2.921 0.715
O -0.587 -2.731 0.745
C -0.110 -2.985 2.056
H -1.028 -4.925 2.386
H -1.097 -3.856 3.799
H -2.706 -2.394 2.677
H -3.268 -3.990 2.121
H -2.482 -2.011 0.360
H -2.208 -3.730 0.001
H -0.025 -2.045 2.618
H 0.883 -3.430 1.968
N 4.457 -4.129 3.686
C 4.144 -3.180 3.095
N 3.955 -2.084 2.467
C 2.968 -1.543 1.909
N 2.134 -0.911 1.395
```

Its net charge is -2. The value obtained for the frontier orbital gap (alpha / beta) is 4.94 / 4.95 eV.

The molecule's Löwdin atomic charges, reported in e, are given here:
1 Pb 1.1871
2 C -0.1065
3 C -0.1023
4 C -0.0182
5 C -0.0946
6 C -0.3196
7 N 0.1923
8 C -0.3347
9 C -0.0956
10 C -0.0202
11 C -0.1071
12 C -0.1102
13 C -0.0325
14 C -0.1121
15 C -0.3233
16 N 0.2022
17 C -0.3007
18 N 0.0514
19 C -0.3040
20 N 0.2008
21 C -0.3132
22 N 0.0477
23 C -0.3092
24 N 0.1822
25 C -0.3610
26 N 0.0406
27 C -0.1134
28 C -0.0276
29 C -0.0937
30 C -0.0301
31 C -0.1117
32 C -0.1069
33 C -0.0229
34 C -0.0930
35 C -0.0935
36 C -0.0229
37 C -0.1059
38 C -0.1103
39 C -0.0279
40 C -0.0920
41 N 0.0541
42 H 0.0881
43 H 0.0896
44 H 0.1087
45 H 0.1066
46 H 0.0883
47 H 0.0877
48 H 0.1042
49 H 0.1044
50 H 0.1034
51 H 0.0883
52 H 0.0891
53 H 0.1066
54 H 0.1066
55 H 0.0895
56 H 0.0877
57 H 0.1037
58 Cl 0.7205
59 C -0.6354
60 C -0.1424
61 C -0.1247
62 C -0.1554
63 C -0.7134
64 Cl 0.6161
65 C -0.7484
66 S 0.5487
67 H 0.0927
68 H 0.0850
69 H 0.0866
70 C -0.1590
71 C -0.1681
72 C -0.2306
73 O -0.2270
74 C -0.2297
75 H 0.1081
76 H 0.1075
77 H 0.0852
78 H 0.1038
79 H 0.0719
80 H 0.1203
81 H 0.1057
82 H 0.1151
83 N 0.0319
84 C -0.4748
85 N 0.0686
86 C -0.3633
87 N 0.0103

Record 3
Entry from the OMol25 dataset: a cluster of 2 separate species, CH6NOS in total (the ωB97M-V functional and the def2-TZVPD basis).

```
10
CH6NOS | the OMol25 dataset | the ωB97M-V functional and the def2-TZVPD basis
S -1.846 -1.440 -0.866
H -2.831 -1.253 0.023
N 0.394 0.141 1.172
C 0.798 0.852 -0.043
O 0.629 0.208 -1.260
H 1.151 -0.509 1.381
H -0.308 -0.547 0.875
H 1.881 1.013 0.063
H 0.346 1.856 -0.044
H -0.213 -0.321 -1.300
```

Its net charge is -1. The value obtained for the frontier orbital gap is 7.59 eV. As for the energy relative to the best compared isomer or geometry (same formula, charge and spin): 8.2 kcal/mol.

The molecule's Löwdin atomic charges, reported in e, are given here:
1 S -0.0369
2 H -0.4076
3 N -0.0199
4 C -0.4266
5 O -0.1690
6 H 0.0451
7 H -0.0410
8 H 0.0937
9 H 0.0915
10 H -0.1292

Record 4
Entry from the OMol25 dataset: an isolated molecule of C4H8N2O (the ωB97M-V functional and the def2-TZVPD basis).

```
15
C4H8N2O | the OMol25 dataset | the ωB97M-V functional and the def2-TZVPD basis
O -1.486 -1.003 2.035
C -1.070 -0.531 0.998
N -1.556 0.766 0.583
C -1.869 1.254 -0.605
C 1.589 0.589 -0.191
C 0.787 -0.580 -0.758
N -0.182 -1.160 0.179
H -1.847 1.292 1.404
H -1.571 0.474 -1.336
H 0.947 1.445 0.026
H 2.109 0.296 0.727
H 2.336 0.910 -0.924
H 1.465 -1.400 -1.011
H 0.293 -0.288 -1.690
H 0.056 -2.064 0.562
```

The value obtained for the frontier orbital gap is 9.36 eV. As for the energy relative to the best compared isomer or geometry (same formula, charge and spin): 66.0 kcal/mol.

The molecule's Löwdin atomic charges, reported in e, are given here:
1 O 0.0804
2 C -0.5251
3 N -0.0324
4 C 0.0450
5 C -0.0857
6 C -0.2424
7 N 0.0697
8 H 0.1246
9 H -0.0057
10 H 0.0604
11 H 0.0799
12 H 0.0773
13 H 0.1165
14 H 0.0945
15 H 0.1429

Record 5
Entry from the OMol25 dataset: a structure of composition C28H26ClMoPS4Sb (the ωB97M-V functional and the def2-TZVPD basis).

```
62
C28H26ClMoPS4Sb | the OMol25 dataset | the ωB97M-V functional and the def2-TZVPD basis
Mo -0.370 -1.391 -0.792
Cl -0.605 -1.257 2.195
C 1.015 -1.276 2.786
C 1.306 -1.679 4.077
C 2.632 -1.718 4.482
C 3.647 -1.350 3.611
C 3.345 -0.907 2.336
C 2.019 -0.864 1.912
P 1.568 -0.324 0.236
C 3.044 -0.817 -0.688
C 3.152 -2.183 -0.948
C 4.266 -2.679 -1.592
C 5.279 -1.810 -1.970
C 5.182 -0.455 -1.697
C 4.066 0.053 -1.054
C 1.544 1.481 0.230
C 1.712 2.250 1.375
C 1.672 3.630 1.271
C 1.465 4.236 0.043
C 1.288 3.466 -1.099
C 1.321 2.087 -1.008
H 0.511 -1.960 4.748
H 2.869 -2.045 5.482
H 4.676 -1.412 3.925
H 4.131 -0.594 1.664
H 2.359 -2.855 -0.616
H 4.336 -3.736 -1.800
H 6.147 -2.199 -2.478
H 5.981 0.210 -1.986
H 3.990 1.109 -0.835
H 1.879 1.772 2.331
H 1.801 4.233 2.156
H 1.440 5.312 -0.027
H 1.128 3.938 -2.054
H 1.204 1.470 -1.897
S 1.945 -5.092 -2.537
Sb -0.060 -4.105 -2.807
S 0.347 -1.447 -2.887
S -0.834 -3.522 -0.352
S -1.934 -4.379 -4.024
C -3.745 -0.943 -1.882
C -3.299 -0.294 -0.538
C -3.606 -1.302 0.577
C -1.846 -0.098 -0.746
C -4.048 1.023 -0.334
C -4.686 1.330 0.862
C -5.386 2.515 1.010
C -5.483 3.408 -0.040
C -4.833 3.125 -1.228
C -4.115 1.951 -1.369
H -3.246 -1.908 -2.010
H -3.504 -0.319 -2.737
H -4.819 -1.096 -1.865
H -3.081 -2.241 0.393
H -4.670 -1.521 0.596
H -3.317 -0.920 1.553
H -1.642 0.836 -1.292
H -4.674 0.649 1.698
H -5.877 2.727 1.947
H -6.057 4.314 0.065
H -4.902 3.810 -2.058
H -3.630 1.761 -2.315
```

Its net charge is +1. The value obtained for the frontier orbital gap is 6.32 eV. As for the energy relative to the best compared isomer or geometry (same formula, charge and spin): 20.4 kcal/mol.

The molecule's Löwdin atomic charges, reported in e, are given here:
1 Mo 0.5264
2 Cl 0.7440
3 C -0.6305
4 C -0.0718
5 C -0.0409
6 C -0.0448
7 C -0.0508
8 C -0.3681
9 P 0.9505
10 C -0.4039
11 C -0.1637
12 C -0.0834
13 C -0.0491
14 C -0.0577
15 C -0.0756
16 C -0.3641
17 C -0.0613
18 C -0.0565
19 C -0.0536
20 C -0.0574
21 C -0.1143
22 H 0.1162
23 H 0.1189
24 H 0.1169
25 H 0.1166
26 H 0.0552
27 H 0.0714
28 H 0.1134
29 H 0.1125
30 H 0.1105
31 H 0.1095
32 H 0.1135
33 H 0.1136
34 H 0.1130
35 H 0.0917
36 S -0.0112
37 Sb 0.1281
38 S 0.1405
39 S 0.0922
40 S -0.0587
41 C -0.0202
42 C -0.5577
43 C -0.0864
44 C -0.1460
45 C -0.1824
46 C -0.0291
47 C -0.0659
48 C -0.0749
49 C -0.0675
50 C -0.0455
51 H 0.0596
52 H 0.0830
53 H 0.1099
54 H 0.0162
55 H 0.1040
56 H 0.0517
57 H 0.0808
58 H 0.1022
59 H 0.1084
60 H 0.1071
61 H 0.1079
62 H 0.1082

| no. | E (eV) |
| --- | --- |
| 1 | -106061.3435 |
| 2 | -105637.1769 |
| 3 | -15508.1423 |
| 4 | -9303.5327 |
| 5 | -102997.4345 |